Molecular formula: C61H87BClCrN5O3
Method: DFT, wB97M-V/def2-TZVPD

Atoms and positions in Å:
Cr (0.336, -0.491, 0.289)
C (-1.269, -2.043, 0.252)
C (-2.092, -0.940, 0.668)
C (-1.629, -0.554, 1.962)
C (-0.511, -1.382, 2.265)
C (-0.339, -2.368, 1.266)
C (0.354, -3.716, 1.384)
C (1.119, -3.815, 2.704)
C (-0.747, -4.789, 1.379)
C (1.302, -4.002, 0.217)
C (-2.278, 0.274, 3.076)
C (-1.332, 0.478, 4.271)
C (-2.770, 1.648, 2.618)
C (-3.442, -0.561, 3.650)
C (-3.280, -0.482, -0.200)
C (-3.138, 0.994, -0.670)
C (-3.408, -1.389, -1.436)
C (-4.623, -0.629, 0.531)
H (-1.428, -2.662, -0.616)
H (-0.004, -1.393, 3.215)
H (0.447, -3.737, 3.558)
H (1.874, -3.036, 2.797)
H (1.626, -4.776, 2.766)
H (-1.523, -4.553, 2.106)
H (-0.324, -5.761, 1.632)
H (-1.214, -4.870, 0.399)
H (2.198, -3.383, 0.259)
H (0.811, -3.829, -0.740)
H (1.620, -5.043, 0.244)
H (-0.409, 0.972, 3.998)
H (-1.098, -0.465, 4.761)
H (-1.845, 1.097, 5.007)
H (-1.932, 2.264, 2.308)
H (-3.276, 2.146, 3.445)
H (-3.471, 1.586, 1.796)
H (-3.049, -1.431, 4.176)
H (-4.136, -0.921, 2.904)
H (-3.996, 0.042, 4.369)
H (-2.191, 1.443, -0.371)
H (-3.937, 1.613, -0.266)
H (-3.222, 1.068, -1.753)
H (-2.528, -1.379, -2.075)
H (-4.254, -1.049, -2.030)
H (-3.602, -2.422, -1.147)
H (-4.754, 0.104, 1.319)
H (-4.737, -1.627, 0.952)
H (-5.427, -0.479, -0.188)
C (7.082, 0.574, 0.159)
C (6.593, -0.634, -0.657)
C (7.276, -1.911, -0.150)
C (6.966, -0.425, -2.125)
C (5.088, -0.745, -0.459)
C (4.561, -1.061, 0.801)
C (3.200, -1.058, 0.997)
N (2.333, -0.794, 0.014)
C (2.813, -0.533, -1.211)
C (4.174, -0.492, -1.473)
C (1.771, -0.254, -2.225)
C (2.026, -0.209, -3.581)
C (0.991, 0.023, -4.488)
C (-0.269, 0.245, -3.941)
C (-0.453, 0.187, -2.570)
N (0.529, -0.085, -1.718)
C (1.275, 0.039, -5.984)
C (1.950, -1.281, -6.383)
C (-0.004, 0.203, -6.803)
C (2.214, 1.211, -6.289)
H (8.153, 0.707, 0.011)
H (6.902, 0.434, 1.223)
H (6.577, 1.488, -0.155)
H (8.349, -1.847, -0.333)
H (6.897, -2.793, -0.666)
H (7.134, -2.056, 0.919)
H (8.050, -0.405, -2.221)
H (6.587, 0.521, -2.510)
H (6.593, -1.233, -2.756)
H (5.203, -1.279, 1.638)
H (2.773, -1.251, 1.971)
H (4.509, -0.232, -2.463)
H (3.030, -0.382, -3.934)
H (-1.124, 0.444, -4.563)
H (-1.412, 0.380, -2.135)
H (1.302, -2.132, -6.179)
H (2.891, -1.436, -5.859)
H (2.165, -1.268, -7.450)
H (-0.717, -0.597, -6.606)
H (0.243, 0.172, -7.862)
H (-0.489, 1.159, -6.609)
H (3.174, 1.101, -5.785)
H (1.773, 2.153, -5.977)
H (2.401, 1.259, -7.361)
C (0.658, 8.976, 1.288)
C (-0.367, 8.037, 1.944)
C (-1.663, 8.823, 2.168)
C (0.194, 7.665, 3.320)
C (-0.633, 6.733, 1.093)
O (-1.090, 5.681, 1.953)
C (-1.731, 6.903, 0.016)
C (-1.487, 7.785, -1.218)
C (-0.590, 7.209, -2.280)
C (-0.913, 6.025, -2.934)
C (-0.055, 5.467, -3.864)
C (1.138, 6.110, -4.149)
Cl (2.251, 5.395, -5.278)
C (1.470, 7.304, -3.544)
C (0.600, 7.844, -2.613)
C (0.694, 6.226, 0.514)
N (0.613, 4.945, -0.182)
C (-0.262, 3.943, -0.121)
N (0.106, 2.943, -0.904)
C (1.263, 3.411, -1.433)
N (1.622, 4.600, -1.011)
H (0.681, 9.914, 1.843)
H (0.420, 9.218, 0.257)
H (1.663, 8.561, 1.316)
H (-1.476, 9.622, 2.883)
H (-2.458, 8.202, 2.584)
H (-2.036, 9.281, 1.254)
H (0.538, 8.572, 3.816)
H (1.033, 6.980, 3.251)
H (-0.554, 7.202, 3.961)
H (-1.838, 6.012, 2.462)
H (-2.627, 7.276, 0.511)
H (-1.976, 5.894, -0.320)
H (-1.094, 8.758, -0.929)
H (-2.472, 7.968, -1.656)
H (-1.848, 5.526, -2.715)
H (-0.304, 4.542, -4.363)
H (2.398, 7.798, -3.789)
H (0.856, 8.781, -2.138)
H (1.444, 6.119, 1.302)
H (1.066, 6.937, -0.221)
H (-1.128, 3.965, 0.508)
H (1.857, 2.864, -2.142)
C (6.152, 4.553, 3.174)
C (4.914, 4.944, 3.980)
C (5.187, 4.653, 5.460)
C (4.672, 6.447, 3.792)
C (3.672, 4.179, 3.529)
C (2.456, 4.402, 4.187)
C (1.275, 3.753, 3.840)
C (1.348, 2.862, 2.794)
O (0.378, 2.045, 2.278)
B (0.990, 1.265, 1.290)
O (2.346, 1.656, 1.204)
C (2.537, 2.632, 2.137)
C (3.712, 3.263, 2.476)
H (7.011, 5.118, 3.534)
H (6.031, 4.774, 2.114)
H (6.385, 3.494, 3.283)
H (6.104, 5.147, 5.776)
H (5.299, 3.584, 5.631)
H (4.381, 5.012, 6.096)
H (5.562, 7.010, 4.069)
H (3.848, 6.800, 4.409)
H (4.437, 6.673, 2.752)
H (2.422, 5.110, 5.002)
H (0.351, 3.943, 4.362)
H (4.619, 3.032, 1.944)

Computed properties:
* E_HOMO (alpha / beta): -0.369 / -0.374 Ha
* charge: +1
* ⟨S²⟩: 3.8370
* spin multiplicity: 4
* Kohn-Sham gap (alpha / beta): 7.24 / 7.13 eV

---

Molecular formula: C62H113Cl3F12N20O2P2
Method: DFT, wB97M-V/def2-TZVPD

Atoms and positions in Å:
C (5.498, 0.043, -2.977)
C (6.076, 1.361, -2.420)
N (7.369, 1.697, -3.003)
C (7.550, 2.157, -4.302)
C (8.916, 2.380, -4.418)
N (9.604, 2.227, -3.196)
C (8.618, 1.767, -2.346)
C (11.006, 2.352, -2.878)
H (5.313, 0.040, -4.051)
H (4.651, -0.393, -2.447)
H (6.199, -0.789, -2.902)
H (6.253, 1.337, -1.345)
H (5.354, 2.170, -2.530)
H (6.757, 2.352, -5.008)
H (9.488, 2.792, -5.237)
H (8.679, 1.427, -1.323)
H (11.599, 1.723, -3.542)
H (11.192, 1.793, -1.962)
H (11.292, 3.403, -2.822)
C (-2.576, -4.603, -4.895)
C (-1.674, -4.907, -3.682)
N (-2.475, -5.579, -2.648)
C (-3.168, -6.801, -2.811)
C (-3.833, -7.136, -1.638)
N (-3.351, -6.247, -0.679)
C (-2.634, -5.297, -1.373)
C (-3.736, -6.065, 0.664)
H (-2.622, -5.528, -5.470)
H (-2.112, -3.873, -5.559)
H (-3.603, -4.335, -4.646)
H (-1.344, -3.927, -3.337)
H (-0.827, -5.553, -3.916)
H (-3.083, -7.199, -3.811)
H (-4.424, -7.967, -1.281)
H (-2.151, -4.435, -0.939)
H (-4.817, -6.181, 0.735)
H (-3.602, -5.009, 0.898)
H (-3.196, -6.731, 1.338)
C (-3.723, 6.567, 2.241)
C (-3.515, 5.349, 1.335)
N (-2.136, 5.317, 0.925)
C (-1.051, 4.950, 1.750)
C (0.074, 4.875, 0.929)
N (-0.243, 5.227, -0.378)
C (-1.636, 5.461, -0.415)
C (0.668, 5.198, -1.517)
H (-2.930, 6.775, 2.959)
H (-4.571, 6.416, 2.908)
H (-3.868, 7.384, 1.533)
H (-4.225, 5.270, 0.511)
H (-3.695, 4.443, 1.913)
H (-1.316, 4.725, 2.773)
H (1.102, 4.660, 1.180)
H (-2.255, 5.569, -1.294)
H (1.584, 5.664, -1.152)
H (0.235, 5.875, -2.253)
H (0.823, 4.207, -1.944)
C (-6.622, 1.333, -3.012)
C (-6.682, 2.916, -3.043)
N (-8.043, 3.247, -2.882)
C (-8.768, 3.363, -1.695)
C (-10.052, 3.719, -2.037)
N (-10.080, 4.030, -3.407)
C (-8.879, 3.617, -3.916)
C (-11.257, 4.437, -4.234)
H (-7.370, 0.937, -3.699)
H (-6.960, 0.977, -2.039)
H (-5.641, 0.954, -3.297)
H (-6.184, 3.348, -3.910)
H (-6.269, 3.313, -2.116)
H (-8.325, 3.170, -0.729)
H (-10.906, 3.835, -1.386)
H (-8.692, 3.728, -4.973)
H (-11.812, 3.549, -4.537)
H (-11.002, 4.989, -5.138)
H (-11.865, 5.228, -3.794)
C (2.388, -1.325, -0.407)
C (0.824, -1.621, -0.332)
N (-0.033, -0.477, -0.587)
C (0.251, 0.763, -1.024)
C (-0.998, 1.412, -1.279)
N (-1.988, 0.590, -0.799)
C (-1.415, -0.604, -0.488)
C (-3.406, 0.902, -0.718)
H (2.742, -0.401, 0.048)
H (2.540, -1.102, -1.463)
H (2.915, -2.238, -0.131)
H (0.572, -2.078, 0.625)
H (0.587, -2.386, -1.070)
H (1.246, 1.173, -1.111)
H (-1.193, 2.400, -1.669)
H (-1.934, -1.532, -0.296)
H (-3.567, 1.875, -0.254)
H (-3.867, 0.146, -0.083)
H (-3.894, 0.984, -1.689)
C (0.843, -8.602, 2.956)
C (-0.214, -7.836, 2.321)
N (0.246, -7.273, 1.111)
C (0.587, -5.910, 0.908)
C (0.920, -5.794, -0.420)
N (0.792, -6.978, -1.083)
C (0.244, -7.884, -0.147)
C (0.947, -7.327, -2.469)
H (1.270, -9.327, 2.263)
H (0.422, -9.018, 3.872)
H (1.725, -7.995, 3.160)
H (-0.574, -7.021, 2.949)
H (-1.083, -8.446, 2.077)
H (0.618, -5.286, 1.789)
H (1.497, -4.987, -0.848)
H (0.060, -8.940, -0.281)
H (0.814, -6.399, -3.024)
H (0.194, -8.010, -2.862)
H (1.915, -7.801, -2.632)
C (2.512, 1.304, -3.834)
C (1.628, 1.373, -5.121)
N (0.439, 0.593, -4.956)
C (0.242, -0.724, -4.629)
C (-1.063, -1.050, -4.604)
N (-1.735, 0.115, -4.950)
C (-0.830, 1.080, -5.143)
C (-3.161, 0.240, -5.099)
H (2.587, 0.274, -3.485)
H (2.143, 1.908, -3.004)
H (3.534, 1.639, -4.011)
H (2.288, 0.935, -5.870)
H (1.393, 2.368, -5.498)
H (1.135, -1.299, -4.436)
H (-1.621, -1.948, -4.385)
H (-1.050, 2.083, -5.477)
H (-3.523, 1.159, -4.638)
H (-3.579, -0.457, -4.373)
H (-3.567, 0.198, -6.109)
C (1.658, 0.211, 2.521)
C (1.556, 0.484, 4.047)
N (1.646, 1.847, 4.429)
C (2.000, 2.920, 3.660)
C (1.990, 4.039, 4.423)
N (1.643, 3.686, 5.720)
C (1.590, 2.328, 5.764)
C (1.502, 4.574, 6.838)
H (2.629, 0.318, 2.037)
H (0.930, 0.776, 1.939)
H (1.486, -0.852, 2.354)
H (2.420, -0.008, 4.494)
H (0.584, 0.096, 4.354)
H (2.244, 2.730, 2.626)
H (2.169, 5.082, 4.210)
H (1.338, 1.712, 6.615)
H (2.290, 4.436, 7.578)
H (0.516, 4.477, 7.293)
H (1.608, 5.607, 6.508)
C (-2.325, 1.307, 2.751)
C (-2.792, 1.237, 4.181)
N (-3.332, 2.484, 4.611)
C (-2.591, 3.475, 5.244)
C (-3.471, 4.513, 5.445)
N (-4.754, 4.173, 5.020)
C (-4.630, 2.945, 4.536)
C (-5.928, 5.010, 5.164)
H (-3.230, 1.348, 2.144)
H (-1.893, 0.338, 2.504)
H (-1.628, 2.091, 2.456)
H (-2.052, 0.774, 4.834)
H (-3.634, 0.560, 4.319)
H (-1.559, 3.300, 5.510)
H (-3.233, 5.433, 5.958)
H (-5.442, 2.318, 4.199)
H (-5.839, 5.377, 6.186)
H (-6.858, 4.450, 5.058)
H (-5.959, 5.821, 4.437)
C (6.987, -0.815, 0.774)
C (5.608, -0.965, 1.390)
N (5.358, -0.188, 2.622)
C (5.574, -0.565, 3.920)
C (5.576, 0.625, 4.650)
N (5.359, 1.749, 3.794)
C (5.283, 1.189, 2.580)
C (5.359, 3.108, 4.164)
H (7.796, -0.931, 1.496)
H (7.252, 0.153, 0.347)
H (7.080, -1.543, -0.031)
H (5.330, -1.997, 1.606)
H (4.872, -0.578, 0.685)
H (5.724, -1.628, 4.038)
H (5.746, 0.847, 5.694)
H (5.312, 1.722, 1.641)
H (4.949, 3.680, 3.332)
H (6.337, 3.411, 4.539)
H (4.550, 3.291, 4.871)
C (-1.274, -2.490, 3.719)
C (-2.044, -2.778, 2.458)
O (-1.491, -3.231, 1.429)
O (-3.252, -2.465, 2.410)
H (-1.744, -1.830, 4.449)
H (-0.254, -2.159, 3.522)
H (-1.050, -3.464, 4.153)
Cl (-6.039, 3.011, 0.952)
Cl (-2.910, 3.691, -3.464)
Cl (3.204, 2.711, 0.009)
P (3.221, -3.717, -3.492)
F (3.330, -5.355, -3.258)
F (4.732, -3.781, -4.172)
F (2.494, -3.890, -5.014)
F (3.235, -2.100, -3.651)
F (1.696, -3.796, -2.970)
F (3.804, -3.567, -1.968)
P (3.257, -4.223, 3.277)
F (2.843, -3.976, 1.746)
F (4.812, -3.842, 2.973)
F (3.118, -2.595, 3.604)
F (3.683, -4.449, 4.844)
F (1.684, -4.338, 3.658)
F (3.386, -5.871, 3.015)

Computed properties:
* E_HOMO: -0.509 Ha
* charge: +4
* Kohn-Sham gap: 6.28 eV